{
  "formula": "C36H60Cl12F16O7",
  "method": "the ωB97M-V functional and the def2-TZVPD basis",
  "spin_multiplicity": 1,
  "gap_ha": 0.342,
  "symbols": ["C", "C", "C", "F", "F", "F", "F", "O", "C", "C", "F", "F", "F", "F", "H", "H", "H", "H", "C", "C", "C", "F", "F", "F", "F", "O", "C", "C", "F", "F", "F", "F", "H", "H", "H", "H", "C", "C", "C", "O", "C", "H", "H", "H", "H", "H", "H", "H", "H", "C", "C", "C", "O", "C", "H", "H", "H", "H", "H", "H", "H", "H", "C", "C", "C", "O", "C", "H", "H", "H", "H", "H", "H", "H", "H", "C", "C", "C", "O", "C", "H", "H", "H", "H", "H", "H", "H", "H", "C", "C", "C", "O", "C", "H", "H", "H", "H", "H", "H", "H", "H", "C", "Cl", "Cl", "H", "H", "C", "Cl", "Cl", "H", "H", "C", "Cl", "Cl", "H", "H", "C", "Cl", "Cl", "H", "H", "C", "Cl", "Cl", "H", "H", "C", "Cl", "Cl", "H", "H"],
  "positions_angstrom": [[-1.550887, -0.333480, -0.537386], [-2.734727, -0.248550, 0.488074], [-2.627407, -1.385750, 1.552184], [-3.634677, -1.345970, 2.448364], [-2.626287, -2.610050, 0.985574], [-2.599517, 0.899970, 1.130674], [-3.891967, -0.165420, -0.170976], [-0.329047, -0.298480, 0.226884], [0.781413, 0.287950, -0.509806], [2.010633, 0.068670, 0.388464], [2.332583, -1.181180, 0.469724], [3.098893, 0.770190, -0.037606], [0.948183, -0.200680, -1.709806], [0.530533, 1.580710, -0.578076], [-1.524847, 0.538360, -1.191086], [-1.509237, -1.182780, -1.219336], [-1.667327, -1.320520, 2.064144], [1.841203, 0.444600, 1.397454], [5.564473, -4.733580, -2.606336], [6.476943, -5.303750, -3.722966], [6.514543, -6.853700, -3.546126], [5.340173, -7.444980, -3.388016], [7.238373, -7.568430, -4.429786], [5.960063, -4.967480, -4.912246], [7.658403, -4.658660, -3.663946], [5.290073, -3.359300, -2.777606], [4.549153, -2.669750, -1.825136], [5.213963, -2.563880, -0.452836], [5.300683, -3.710160, 0.181414], [6.422133, -1.991240, -0.418546], [4.356223, -1.433490, -2.293546], [3.351743, -3.218460, -1.800196], [6.191673, -4.892020, -1.729056], [4.659703, -5.317960, -2.438986], [7.128193, -6.949260, -2.650356], [4.588833, -1.956230, 0.201444], [-6.097357, 1.819990, 1.864344], [-7.603577, 1.738970, 1.851084], [-8.002707, 0.707850, 2.975854], [-6.749307, 0.470500, 3.620054], [-5.790347, 1.514930, 3.315144], [-5.808307, 2.818900, 1.537644], [-5.663307, 1.086490, 1.184874], [-7.945367, 1.436270, 0.861314], [-8.068637, 2.715280, 1.987564], [-8.398487, -0.264650, 2.683084], [-8.737507, 1.092110, 3.683324], [-4.785277, 1.115960, 3.452114], [-5.971777, 2.318420, 4.028994], [-5.452497, 0.776880, -3.746806], [-5.556417, 1.487500, -2.416396], [-4.167377, 2.016260, -2.185936], [-3.309467, 1.005010, -2.769406], [-4.096697, 0.062880, -3.533776], [-5.289147, 1.409600, -4.619206], [-6.340757, 0.223500, -4.051536], [-5.743177, 0.690070, -1.697156], [-6.351067, 2.233570, -2.413856], [-3.914847, 2.168400, -1.136556], [-4.085547, 2.908770, -2.806276], [-4.269777, -0.849030, -2.962326], [-3.556467, -0.224070, -4.435946], [2.040413, -4.155690, 1.979474], [0.868793, -3.621940, 1.160134], [0.192023, -4.894990, 0.629254], [1.320253, -5.630050, 0.190534], [2.410053, -5.312260, 1.087044], [1.699073, -4.453880, 2.970784], [2.826163, -3.410490, 2.103434], [1.274353, -3.032170, 0.338064], [0.114563, -3.040860, 1.690774], [-0.576147, -4.721080, -0.124256], [-0.340067, -5.464640, 1.391144], [3.295233, -5.026290, 0.518904], [2.716753, -6.150300, 1.712924], [4.096123, 5.170950, 2.728044], [5.068533, 4.215910, 2.085654], [4.127063, 3.128540, 1.640394], [3.017183, 3.879530, 1.136914], [2.827863, 5.056750, 1.879364], [4.405703, 6.216020, 2.737344], [3.902393, 4.940300, 3.775594], [5.833003, 3.821020, 2.754794], [5.601313, 4.634290, 1.231724], [3.789063, 2.476160, 2.445534], [4.497873, 2.463890, 0.860104], [1.946363, 5.015460, 2.519174], [2.685133, 5.897690, 1.200734], [4.093703, 5.063890, -1.875996], [4.284633, 3.583980, -2.081286], [3.990413, 3.430320, -3.557746], [4.614963, 4.614000, -4.086496], [4.307883, 5.688660, -3.201146], [4.849423, 5.349540, -1.144296], [3.146003, 5.421640, -1.473546], [3.599153, 2.973830, -1.493126], [5.304203, 3.302760, -1.817646], [2.937203, 3.393720, -3.836166], [4.403753, 2.456450, -3.820086], [3.356473, 6.115430, -3.518606], [5.091113, 6.446700, -3.205216], [-0.294987, 4.864290, -0.731496], [0.597053, 4.663580, -2.262136], [-1.949127, 4.114620, -0.837506], [0.188423, 4.316290, 0.077284], [-0.484727, 5.918960, -0.532056], [-1.543267, 2.924890, 3.147914], [-1.280207, 4.367820, 4.147854], [-0.173707, 2.693630, 2.022464], [-1.584507, 2.032500, 3.772454], [-2.442817, 3.000040, 2.536974], [-0.579677, 2.083870, -4.185476], [-1.382237, 3.658110, -4.706606], [0.728473, 1.712150, -5.310676], [-0.187747, 2.090510, -3.168396], [-1.307017, 1.272290, -4.164786], [-6.391547, -2.425410, 1.109354], [-7.367177, -3.374640, 2.216464], [-6.713977, -2.904920, -0.582216], [-6.550427, -1.351380, 1.205954], [-5.346757, -2.673940, 1.295744], [0.053813, -1.436190, 4.742274], [-0.178357, -3.164440, 4.845634], [1.115363, -1.073640, 3.466214], [-0.902047, -0.913230, 4.711704], [0.505253, -1.023000, 5.644264], [-3.290897, -6.508990, 3.452854], [-3.461697, -5.077590, 2.443434], [-4.439397, -7.755860, 2.963314], [-2.274797, -6.900590, 3.500884], [-3.576927, -6.178180, 4.451274]],
  "atomic_forces_ev_per_a": [[0.69, 0.44, -0.09], [1.91, -1.22, -1.21], [0.40, 0.05, -0.15], [-0.20, 0.31, -0.04], [-0.39, -0.10, -0.65], [0.08, 1.31, 1.17], [-0.72, -0.82, -0.08], [1.57, -0.01, -1.18], [-1.49, -0.98, 3.16], [-0.12, 2.57, 1.03], [0.67, -2.43, -0.28], [-0.19, -0.14, -0.80], [-0.13, -0.49, -1.09], [0.14, 1.25, -0.77], [-0.82, 0.22, 0.19], [-0.61, -0.38, 0.41], [0.02, 0.48, 0.15], [-0.61, 0.15, -0.03], [0.65, -0.56, 1.11], [-2.53, 0.93, -0.43], [2.91, 0.39, 1.58], [-0.91, 0.30, -0.23], [-0.23, 0.48, -1.19], [-0.37, -0.15, -1.01], [0.55, -0.95, 0.32], [0.55, 0.68, -0.46], [1.59, -0.73, -2.01], [-1.45, 2.06, 1.62], [0.28, -2.44, 0.30], [0.63, 0.08, -1.08], [0.55, 0.38, 0.02], [-1.30, -0.75, 1.22], [-0.04, 0.11, 0.39], [-0.09, 0.00, -0.46], [-0.38, -0.21, 0.72], [-0.38, 0.42, -0.37], [-0.12, 0.72, 0.21], [-1.56, -0.69, -0.55], [1.12, 0.86, -0.35], [0.67, -0.35, 0.49], [-0.75, -1.07, -0.02], [0.34, -0.03, 0.03], [0.16, -0.06, 0.19], [-0.15, -0.23, 0.00], [0.06, 0.00, 0.41], [0.18, 0.03, -0.53], [0.06, 0.42, 0.08], [-0.09, -0.14, 0.20], [0.15, 0.46, -0.26], [1.05, 0.00, -1.05], [-0.68, -0.32, 0.02], [-0.29, -0.35, -1.11], [-0.02, -0.25, -0.04], [-0.78, -0.05, 0.29], [-0.05, 0.76, 0.23], [0.26, -0.64, 0.51], [-0.41, 0.16, 0.33], [0.11, 0.05, 0.29], [0.10, 0.09, -0.17], [0.48, 0.38, 0.40], [0.19, -0.14, 0.30], [-0.01, 0.30, -0.07], [-1.24, 0.58, -0.12], [-1.39, 0.10, 0.18], [0.70, 0.63, 0.46], [0.59, -0.37, 0.12], [0.96, -0.53, -0.07], [0.07, -0.14, -0.01], [0.09, -0.13, -0.06], [-0.41, -0.22, -0.13], [0.32, 0.29, 0.20], [0.53, -0.01, -0.57], [0.02, 0.07, 0.57], [-0.17, -0.21, -0.44], [-0.29, -0.49, -0.26], [-0.09, 1.53, 0.43], [0.69, -0.64, 0.33], [-0.43, 0.20, -0.55], [-0.69, -1.04, -0.92], [0.41, -0.04, 0.56], [0.36, -0.02, -0.04], [-0.02, -0.35, -0.04], [-0.02, 0.15, 0.21], [-0.21, 0.13, -0.10], [0.03, 0.03, 0.46], [-0.01, 0.33, -0.16], [-0.24, -0.26, 0.02], [0.16, 0.01, -0.20], [0.50, 0.56, 2.40], [-1.62, -0.46, 0.30], [0.79, 0.18, 0.70], [0.45, -0.73, -0.96], [-0.34, -0.21, -1.02], [0.03, 0.47, 0.05], [-0.09, -0.63, 0.14], [0.01, 0.04, 0.24], [0.02, -0.13, -0.35], [-0.26, 0.21, 0.27], [0.53, 0.43, -1.08], [0.00, 0.44, -0.26], [0.04, -0.16, -0.36], [-0.75, -0.45, -0.22], [-0.17, 0.23, 0.75], [0.55, 0.22, -0.05], [0.20, 0.38, -0.29], [0.36, -0.23, -0.06], [0.37, -0.27, -0.31], [-0.28, -0.30, -0.15], [-0.13, 0.02, 0.41], [-0.01, 0.30, 0.06], [0.13, 0.29, 0.23], [-0.51, 0.15, -0.15], [0.38, -1.40, 0.62], [-0.01, -0.10, 0.16], [0.10, 0.87, -0.20], [-0.17, 0.38, -0.56], [0.64, -0.26, -0.43], [-0.16, 0.21, 0.19], [0.01, 0.24, 0.08], [-0.23, -0.26, 0.15], [-0.26, 0.11, 0.03], [-0.59, 0.62, 1.79], [-0.36, -0.41, 0.34], [0.80, 0.76, -1.39], [-0.09, -0.29, -0.70], [0.14, -0.60, 0.15], [-0.46, 0.22, 0.88], [0.42, 0.08, -0.24], [0.17, -0.22, -0.01], [-0.16, 0.11, -0.51], [0.04, -0.21, -0.10]]
}